# C29H46ClF4K2LiN3O23PS3

A structure of composition C29H46ClF4K2LiN3O23PS3 (wB97M-V/def2-TZVPD, OMol25).

Its gap between HOMO and LUMO is 3.559 eV. For the total energy, the calculation gives -6629.4773 Eh. For the HOMO energy, the calculation gives -5.5 eV. The LUMO energy comes out at -0.0707 hartree.

Atoms and positions in Å:
C  8.3644  -3.0107  4.5128
C  6.7439  -2.7672  4.5684
C  6.2584  -1.2324  4.2593
O  6.8727  -0.6063  3.0789
C  6.5716  -1.3302  1.8353
N  5.8658  -0.4594  0.7739
C  6.7713  0.6209  0.2412
C  6.0498  2.0835  0.0068
O  5.4391  2.4410  1.3044
C  4.2675  1.5726  1.4452
F  3.1992  2.1527  0.5607
C  3.6943  1.8023  2.9993
P  3.7189  3.6237  3.5662
O  3.7227  4.6944  2.4041
O  2.2346  3.9298  4.4933
O  5.0263  3.8003  4.7223
C  4.5127  -0.0233  1.2595
C  3.3715  -0.7767  0.2959
C  1.8496  -0.6919  0.9072
C  0.6782  -0.1392  -0.1515
C  -0.8505  0.0019  0.4617
C  -1.1776  -0.3755  2.0453
C  -2.6968  -0.2029  2.7234
C  -0.0097  -0.9526  3.0682
C  1.5114  -1.0909  2.4608
H  8.8644  -2.0439  4.0806
H  8.7041  -3.2497  5.6296
H  8.5427  -3.9705  3.8499
H  6.2462  -3.0676  5.6104
H  6.2014  -3.4683  3.7694
H  6.6085  -0.5807  5.1965
H  5.0781  -1.1860  4.2788
H  7.6057  -1.6827  1.3684
H  5.8926  -2.2754  1.9588
H  5.6980  -1.1322  -0.0340
H  7.6415  0.8182  1.0339
H  7.3319  0.3413  -0.7629
H  5.3020  2.0517  -0.8935
H  6.8318  2.9470  -0.2495
H  2.5819  1.4099  3.1194
H  4.3759  1.1678  3.7120
H  1.5906  3.1804  4.3264
H  4.6202  3.4415  5.5884
H  4.3597  -0.5263  2.3318
H  3.4491  -0.4571  -0.8313
H  3.6841  -1.9279  0.3227
H  0.9633  0.1284  -1.2792
H  -1.7114  0.4125  -0.2548
H  -2.9049  0.9708  2.6763
H  -3.4817  -0.8167  2.1091
H  -2.6375  -0.4716  3.8615
H  -0.2158  -1.2454  4.1991
H  2.4021  -1.4795  3.1248
O  -3.2950  -1.9290  -1.1542
S  -2.1816  -2.4545  -1.9652
O  -1.3039  -3.2818  -1.1175
O  -1.4080  -1.3311  -2.5245
O  -2.7198  -3.2763  -3.0646
K  -4.8817  0.2558  1.1900
N  -2.0374  -4.6677  -7.0008
S  -2.6421  -5.3026  -8.3038
O  -2.3581  -4.6379  -9.5709
O  -3.9442  -5.9512  -8.2004
F  -1.6940  -6.5881  -8.4366
S  -2.7346  -3.3039  -6.6469
O  -2.0090  -2.5111  -5.6549
O  -4.1823  -3.2928  -6.4758
F  -2.5332  -2.4152  -7.9563
K  -0.5817  -0.7585  -5.3594
O  7.0670  6.0156  6.2929
Cl  6.0184  5.5850  7.1971
O  4.7263  5.9405  6.6432
O  6.1896  6.2365  8.4811
O  6.0905  4.1473  7.3712
C  1.6595  -6.6817  -4.3518
C  0.5841  -5.6808  -4.7204
O  1.0817  -4.3588  -4.5758
H  1.9922  -6.5265  -3.3203
H  1.2902  -7.7060  -4.4537
H  2.5391  -6.5586  -4.9920
H  -0.2842  -5.7925  -4.0642
H  0.2552  -5.8211  -5.7546
H  1.8472  -4.2672  -5.1687
C  -1.4534  3.7848  -0.9607
N  -2.2040  3.1650  -2.0860
O  -3.4336  3.2947  -2.0856
O  -1.5374  2.5658  -2.9379
H  -2.1626  4.2754  -0.2907
H  -0.9207  2.9862  -0.4404
H  -0.7601  4.5121  -1.3880
Li  -5.9817  -3.0113  -7.5689
C  -6.4059  5.5857  -3.6618
C  -6.2429  4.7544  -2.5540
C  -7.2159  4.7231  -1.5555
C  -8.3577  5.5166  -1.6697
C  -8.5224  6.3451  -2.7794
C  -7.5450  6.3834  -3.7734
H  -5.6457  5.6124  -4.4381
H  -5.3564  4.1310  -2.4685
H  -7.0854  4.0802  -0.6892
H  -9.1184  5.4886  -0.8940
H  -9.4131  6.9622  -2.8690
H  -7.6710  7.0331  -4.6350
C  -10.5793  -0.5250  1.8960
C  -10.3956  -1.9699  1.5793
O  -9.2198  -1.9900  0.8022
C  -8.4895  -0.9248  1.2365
O  -7.3025  -0.7681  1.0034
O  -9.2479  -0.0563  1.9726
F  -11.4153  -2.4307  0.8207
H  -11.1101  0.0176  1.1065
H  -11.1045  -0.3701  2.8423
H  -10.2666  -2.6093  2.4591

Mulliken atomic charge list, values in e, 8 entries: atom 1 (C): -0.883, atom 2 (C): -0.368, atom 3 (C): -0.116, atom 4 (O): -0.299, atom 5 (C): -0.662, atom 6 (N): 0.490, atom 7 (C): -0.432, atom 8 (C): -0.489

# C2HNO2

A structure of composition C2HNO2 (wB97M-V/def2-TZVPD, OMol25).

Its gap between HOMO and LUMO is 11.858 eV. For the total energy, the calculation gives -281.8484 Eh. Its energy relative to the best compared isomer or geometry (same formula, charge and spin) is 129.7 kcal/mol. For the HOMO energy, the calculation gives -11.5 eV. The LUMO energy comes out at 0.0140 hartree.

Atoms and positions in Å:
C  -0.8637  -0.7019  -0.0311
C  0.3294  0.0961  -0.0501
N  -1.8476  -1.2712  0.0780
O  0.4014  1.2908  -0.6810
O  0.4210  1.2076  0.7293
H  1.5595  -0.6213  -0.0451

Table of Mulliken atomic charges, one value per atom, all in e: atom 1 (C): 0.091, atom 2 (C): 0.383, atom 3 (N): -0.262, atom 4 (O): -0.228, atom 5 (O): -0.231, atom 6 (H): 0.247